# 1
This record from OMol25 describes the ion C3H6N3O with charge +1 at a distorted geometry. The level of theory is ωB97M-V with the def2-TZVPD basis set.

Values from the calculation:
SMILES ... Nn1ccoc1=[NH2+]
Energy above the lowest of the compared OMol25 structures with the same formula, charge and spin ... 30.25 kcal per mole
Charge ... +1
HOMO energy ... -13.54 eV
Electronic energy ... -357.10854 hartree

Last column: Löwdin charge in e.
Cartesian coordinates (Å):
C  0.13  0.69  1.85  -0.001
N  -1.61  -0.96  -0.66  0.225
N  0.48  0.14  -0.23  -0.083
H  1.65  0.95  -1.59  0.138
H  0.48  -0.33  -2.08  0.084
N  1.13  0.08  -1.47  0.157
H  -2.45  -1.40  -0.29  0.146
O  -0.98  0.08  1.34  0.124
C  -0.80  -0.19  0.03  -0.299
H  0.05  0.80  2.87  0.120
H  2.17  0.99  0.87  0.154
H  -1.38  -1.55  -1.52  0.179
C  1.11  0.70  0.88  0.055


# 2
This record from OMol25 describes a cluster of 4 separate species, C3H14O3S in total at a distorted geometry. The level of theory is ωB97M-V with the def2-TZVPD basis set.

Values from the calculation:
SMILES ... CCCS.O.O.O
Energy above the lowest of the compared OMol25 structures with the same formula, charge and spin ... 27.60 kcal per mole
Charge ... 0
HOMO energy ... -8.47 eV
Electronic energy ... -746.56391 hartree

Last column: Löwdin charge in e.
Cartesian coordinates (Å):
H  5.14  -0.97  0.35  0.048
H  -2.07  -1.67  -1.35  0.104
O  4.45  -0.31  0.10  -0.080
H  -1.05  3.39  -4.45  0.029
H  0.05  -0.15  0.31  0.060
C  -1.83  -2.03  0.77  -0.125
H  2.02  1.68  5.10  0.046
O  1.23  1.13  5.25  -0.070
S  0.32  0.28  -1.97  0.653
O  -1.28  2.54  -4.09  -0.083
H  -0.36  1.46  -1.99  -0.165
H  4.83  0.25  -0.58  0.029
H  0.53  1.77  5.08  0.024
H  -2.18  -1.17  1.35  0.067
H  -1.37  0.58  -0.10  0.074
C  -1.29  -1.58  -0.59  -0.351
H  -1.03  -2.46  1.39  0.073
C  -0.72  -0.22  -0.46  -0.553
H  -2.26  2.57  -4.13  0.054
H  -2.60  -2.79  0.85  0.066
H  -0.50  -2.28  -0.86  0.100


# 3
This record from OMol25 describes a structure of composition C9H24F9N6O14S2Y at a distorted geometry. The level of theory is ωB97M-V with the def2-TZVPD basis set.

Values from the calculation:
Charge ... 0
HOMO energy ... -8.74 eV
Electronic energy ... -3473.17858 hartree

Last column: Löwdin charge in e.
Cartesian coordinates (Å):
S  -2.52  3.31  0.41  0.522
H  1.99  2.24  1.86  0.086
N  4.43  0.63  -1.75  0.171
O  -1.26  0.39  2.01  -0.080
F  -5.09  3.07  0.49  0.148
H  0.95  -2.44  2.77  0.166
H  1.55  -1.33  5.11  0.114
F  -4.08  1.27  -0.18  0.140
H  2.75  -0.26  -3.20  0.056
C  2.95  -1.89  2.63  -0.545
C  -4.04  2.29  0.68  -0.660
F  -1.86  -4.91  -1.04  0.146
C  1.46  -1.52  2.42  -0.438
N  3.59  -1.28  -0.77  0.215
Y  0.06  0.54  -0.06  1.672
H  -3.33  2.62  -4.08  0.099
O  2.49  0.67  -0.53  -0.067
H  -2.57  3.07  -2.56  0.065
C  -1.43  -3.91  -0.29  -0.662
H  -0.76  0.26  2.83  0.046
C  0.82  -0.68  4.63  -0.241
O  1.21  -0.41  3.28  -0.139
O  0.62  -0.78  -1.98  -0.057
N  -2.86  2.36  -3.23  0.181
N  1.99  -0.52  -3.79  0.183
O  -1.48  2.30  0.16  -0.439
F  -0.10  -3.80  -0.47  0.115
O  1.08  2.06  1.62  -0.066
H  0.01  -1.66  -4.99  0.112
F  3.77  -0.81  2.66  0.127
C  3.44  0.04  -1.00  -0.640
O  1.01  -1.22  1.20  -0.232
F  -1.66  -4.16  1.00  0.141
N  -0.07  -1.50  -4.01  0.197
F  3.10  -2.46  3.85  0.122
H  4.42  1.62  -1.89  0.111
C  -2.48  1.10  -2.89  -0.620
O  -2.12  -2.32  -2.24  -0.334
H  1.55  2.69  -1.81  0.075
H  5.13  0.04  -2.15  0.105
O  -1.50  -1.28  -0.10  -0.387
H  4.36  -1.73  -1.22  0.115
O  -3.59  -2.48  -0.31  -0.270
H  -0.12  1.20  5.06  0.073
H  0.19  3.24  -1.33  0.077
H  -2.78  -0.82  -3.19  0.057
H  -0.19  -1.08  4.58  0.124
S  -2.25  -2.32  -0.79  0.539
C  0.81  -0.90  -3.19  -0.591
H  0.54  2.70  2.11  0.084
O  0.71  2.43  -1.42  -0.089
C  0.79  0.66  5.35  -0.064
H  -0.84  -2.03  -3.63  0.074
N  -2.97  0.07  -3.64  0.177
O  -2.73  4.09  -0.80  -0.296
O  -2.38  4.03  1.64  -0.277
F  3.43  -2.76  1.74  0.139
H  0.85  0.51  6.43  0.077
H  -3.81  0.26  -4.16  0.099
O  -1.66  0.92  -1.99  -0.052
H  -2.15  0.06  2.17  0.087
H  2.20  -0.80  -4.73  0.100
H  2.87  -1.79  -0.28  0.097
F  -4.06  1.76  1.91  0.138
H  1.58  1.35  5.07  0.078


# 4
This record from OMol25 describes a structure of composition H8NaO4. The level of theory is ωB97M-V with the def2-TZVPD basis set.

Values from the calculation:
Energy above the lowest of the compared OMol25 structures with the same formula, charge and spin ... 10.35 kcal per mole
Charge ... +1
HOMO energy ... -15.49 eV
Electronic energy ... -467.90333 hartree

Last column: Löwdin charge in e.
Cartesian coordinates (Å):
H  4.36  -9.65  -20.17  0.057
H  1.35  -10.44  -21.64  0.071
H  4.75  -10.17  -18.77  0.059
O  4.30  -12.77  -20.91  -0.054
H  4.21  -12.58  -21.85  0.068
H  1.23  -14.58  -21.70  0.057
Na  2.29  -12.43  -19.54  0.676
O  1.46  -11.40  -21.71  -0.044
O  4.00  -10.04  -19.36  -0.044
H  0.76  -11.69  -22.30  0.070
O  1.36  -14.63  -20.74  -0.040
H  1.35  -15.58  -20.55  0.067
H  5.11  -12.33  -20.63  0.058


# 5
This record from OMol25 describes the ion C5H4N5O3 with charge -1 at a distorted geometry. The level of theory is ωB97M-V with the def2-TZVPD basis set.

Values from the calculation:
SMILES ... [H]/N=C1N=C(/N=C/[O-])N=C[C@H]\1[N+](=O)[O-]
Energy above the lowest of the compared OMol25 structures with the same formula, charge and spin ... 41.00 kcal per mole
Charge ... -1
HOMO energy ... -4.39 eV
Electronic energy ... -692.31172 hartree

Last column: Löwdin charge in e.
Cartesian coordinates (Å):
C  -3.75  -0.40  -0.19  -0.284
O  -4.25  -0.96  0.66  0.069
C  0.22  -1.22  -0.02  -0.045
H  1.32  -0.02  1.65  0.162
C  -1.33  0.60  -0.08  -0.586
H  1.87  2.77  -0.65  0.041
H  0.64  -2.15  -0.46  0.112
O  2.92  -1.25  -0.77  0.037
N  -1.00  -0.79  -0.11  0.107
H  -4.13  -0.29  -1.27  0.106
N  1.96  1.79  -0.37  0.101
O  3.50  -0.51  1.18  0.022
N  2.63  -0.68  0.29  -0.400
C  0.95  1.10  -0.15  -0.484
C  1.34  -0.30  0.59  -0.158
N  -2.57  0.88  -0.06  0.097
N  -0.31  1.44  -0.25  0.103


# 6
This record from OMol25 describes a structure of composition C8H16BiCl2N2O at a distorted geometry. The level of theory is ωB97M-V with the def2-TZVPD basis set.

Values from the calculation:
Energy above the lowest of the compared OMol25 structures with the same formula, charge and spin ... 3.18 kcal per mole
Charge ... -1
HOMO energy (alpha / beta) ... -3.50 / -1.94 eV
Electronic energy ... -1634.21521 hartree

Last column: Löwdin charge in e.
Cartesian coordinates (Å):
H  2.38  -0.06  -3.45  0.095
H  3.27  1.93  -2.24  0.100
C  0.13  0.17  -0.88  -0.255
H  0.49  -1.33  -2.43  0.109
H  -2.95  -4.34  2.92  0.084
Bi  -0.35  0.31  1.84  1.004
H  -1.68  -4.69  1.82  0.098
Cl  2.19  0.18  1.81  -0.276
C  0.17  1.55  -0.64  -0.478
C  -1.82  -2.71  2.34  -0.670
N  -2.61  -1.89  3.09  0.096
H  -0.55  -0.55  -0.34  0.015
C  2.06  0.17  -2.43  -0.216
H  -1.23  2.64  0.72  -0.002
H  -3.40  -2.33  3.57  0.088
H  -0.01  0.26  -2.95  0.114
H  2.25  1.86  -0.09  0.037
H  -0.57  2.00  -1.36  0.137
C  -0.23  2.19  0.79  -0.474
C  2.21  1.67  -2.23  -0.234
H  1.62  3.26  -0.93  0.105
C  1.61  2.16  -0.93  -0.203
H  -2.80  -0.97  2.68  -0.072
H  2.73  -0.37  -1.75  0.113
Cl  -2.85  0.43  1.02  -0.181
O  -0.88  -2.28  1.62  -0.174
C  0.61  -0.26  -2.20  -0.214
H  0.56  2.86  1.15  0.026
H  1.74  2.21  -3.05  0.102
N  -2.08  -4.05  2.50  0.129


# 7
This record from OMol25 describes a structure of composition C5H21BrCoN10O6 at a distorted geometry. The level of theory is ωB97M-V with the def2-TZVPD basis set.

Values from the calculation:
Charge ... 0
2S+1 ... 4
HOMO energy (alpha / beta) ... -7.23 / -7.22 eV
Electronic energy ... -5159.09928 hartree

Last column: Mulliken spin population.
Cartesian coordinates (Å):
H  2.48  -2.46  -2.06  0.000
H  -1.28  -4.94  2.20  0.000
O  -1.36  1.27  -1.41  0.026
O  -1.79  0.43  1.20  0.080
H  -3.50  2.75  -2.96  0.000
H  -2.44  1.00  1.65  -0.001
N  2.55  2.07  -3.02  0.001
H  3.18  2.78  -3.36  0.000
H  -1.79  2.44  -3.43  0.000
H  -3.43  1.44  -0.01  0.000
Co  -0.22  1.12  0.29  2.793
O  -1.70  -2.70  3.11  0.000
O  1.38  1.62  -1.12  0.011
C  -2.40  1.74  -1.66  0.003
C  1.92  2.37  -1.93  0.006
N  2.39  0.27  3.63  0.000
H  2.41  4.21  -2.39  0.000
H  -1.20  -4.44  0.55  0.000
H  1.84  -0.90  -2.64  0.000
H  1.37  3.88  -0.94  0.000
H  -1.91  -2.72  0.04  0.000
O  1.23  0.79  1.77  0.029
H  0.61  -2.95  0.52  0.000
C  1.44  0.09  2.77  0.002
N  1.17  -2.90  -0.32  0.000
O  0.49  -0.77  -0.47  0.001
N  -1.39  -4.21  1.51  0.000
N  -3.50  1.73  -0.97  0.001
N  2.01  3.62  -1.67  0.000
H  2.41  -0.31  4.45  0.000
H  0.90  -1.45  3.88  0.000
H  3.00  1.08  3.55  -0.001
H  -0.15  -1.07  2.48  -0.001
C  1.19  -1.70  -0.88  0.005
H  -4.13  2.46  -1.27  0.000
H  2.67  1.11  -3.31  0.000
H  -1.87  -1.23  1.00  -0.001
C  -1.66  -3.03  1.92  0.000
N  1.81  -1.71  -2.03  0.000
N  -1.73  -2.23  0.90  -0.002
N  0.64  -0.89  3.08  -0.001
N  -2.59  2.34  -2.81  0.003
Br  -0.46  3.72  1.07  0.044
H  1.38  -3.70  -0.90  0.000


# 8
This record from OMol25 describes a structure of composition CH2ClNO2S at a distorted geometry. The level of theory is ωB97M-V with the def2-TZVPD basis set.

Values from the calculation:
Energy above the lowest of the compared OMol25 structures with the same formula, charge and spin ... 39.56 kcal per mole
Charge ... 0
HOMO energy ... -10.99 eV
Electronic energy ... -1102.86529 hartree

Last column: Löwdin charge in e.
Cartesian coordinates (Å):
Cl  0.90  -1.68  0.42  0.188
C  -0.59  1.80  -0.74  -0.009
N  -1.66  1.52  -0.97  -0.013
H  0.57  1.90  -0.74  0.139
O  -1.82  -1.33  -0.69  -0.535
O  -2.94  -0.01  1.06  -0.424
H  -0.37  -2.12  0.14  -0.191
S  -2.86  -0.33  -0.33  0.844